The following is a DFT calculation (the ωB97M-V functional and the def2-TZVPD basis) of a cluster of 2 separate species, C4H9N4 in total.

- Energy relative to the best compared isomer or geometry (same formula, charge and spin): 79.30 kcal/mol
- HOMO: -12.4 eV
- Total energy: -376.48062 a.u.
- LUMO energy: -3.265 eV

```
! wB97M-V def2-TZVPD RIJCOSX def2/J DEFGRID3
* xyz 1 1
C 0.967 -0.256 -0.927
C 0.082 -0.775 -1.732
C -1.673 -0.123 0.345
C -0.771 -1.306 -2.547
N 0.627 0.288 0.319
N -0.591 0.226 0.701
N -2.909 -0.442 0.343
N 2.336 1.402 2.028
H 2.016 -0.195 -1.170
H -1.271 -0.727 -3.309
H -0.998 -2.361 -2.534
H 1.340 0.743 0.988
H -3.616 0.167 -0.054
H -3.221 -1.330 0.720
H 3.272 1.013 1.978
H 2.000 1.271 2.977
H 2.411 2.403 1.872
*
```

Atom charges from the natural (NBO) analysis, given in e for atoms 1 to 5:
1. C -0.113
2. C -0.018
3. C 0.577
4. C -0.394
5. N -0.383


The following is a DFT calculation (the ωB97M-V functional and the def2-TZVPD basis) of the ion C4H9N4 with charge +1.

- Energy relative to the best compared isomer or geometry (same formula, charge and spin): 103.35 kcal/mol
- HOMO (spin up / spin down): -12.1 / -12.1 eV
- Total energy: -376.44230 a.u.
- LUMO energy (spin up / spin down): -5.891 / -5.892 eV

```
! wB97M-V def2-TZVPD RIJCOSX def2/J DEFGRID3
* xyz 1 1
C 1.053 -0.147 0.117
C -0.120 0.573 0.144
C -1.997 -1.120 0.322
C 0.088 2.031 0.035
N 1.205 -1.464 -0.063
N -1.478 0.147 0.225
N -1.226 -2.045 -0.074
N 2.404 -2.003 -0.157
H 1.895 0.398 -0.140
H 1.030 2.049 -0.413
H -0.805 2.353 -0.490
H -0.068 2.430 1.075
H -2.200 0.867 0.370
H -1.378 -3.077 0.112
H -0.349 -1.833 -0.563
H 3.236 -1.341 0.012
H 2.458 -3.013 -0.216
*
```

Atom charges from the natural (NBO) analysis, given in e for atoms 1 to 5:
1. C -0.185
2. C 0.395
3. C 0.217
4. C -0.655
5. N -0.068


The following is a DFT calculation (the ωB97M-V functional and the def2-TZVPD basis) of the ion C4H9N4O2 with charge +1.

- Energy relative to the best compared isomer or geometry (same formula, charge and spin): 73.08 kcal/mol
- HOMO: -14.6 eV
- Total energy: -526.94980 a.u.
- LUMO energy: -3.157 eV

```
! wB97M-V def2-TZVPD RIJCOSX def2/J DEFGRID3
* xyz 1 1
N 0.838 2.631 -0.685
C 0.506 1.357 -0.600
N 1.048 0.493 -1.451
N -0.517 0.830 0.193
C -0.438 -0.594 0.443
N 0.975 -1.007 1.146
O 1.734 -0.147 1.447
O 1.143 -2.176 1.295
C -1.207 -1.620 -0.363
C -1.688 -1.270 0.985
H 1.699 2.874 -1.210
H 0.463 3.337 -0.176
H 1.862 0.853 -1.956
H 1.007 -0.466 -1.574
H -0.898 1.266 0.994
H -0.648 -2.498 -0.648
H -1.937 -1.274 -1.042
H -2.481 -0.582 1.313
H -1.460 -2.008 1.888
*
```

Atom charges from the natural (NBO) analysis, given in e for atoms 1 to 5:
1. N -0.724
2. C 0.715
3. N -0.748
4. N -0.577
5. C 0.124


The following is a DFT calculation (the ωB97M-V functional and the def2-TZVPD basis) of a structure of composition C4H9N5.

- Energy relative to the best compared isomer or geometry (same formula, charge and spin): 198.64 kcal/mol
- HOMO: -7.8 eV
- Total energy: -431.29072 a.u.
- LUMO energy: 0.690 eV

```
! wB97M-V def2-TZVPD RIJCOSX def2/J DEFGRID3
* xyz 0 1
C -0.683 0.730 1.366
C 0.381 0.174 0.414
C 1.088 -0.444 -2.115
C -0.948 0.033 -0.118
H -2.417 0.797 2.528
H -0.844 0.277 3.220
H -0.469 1.842 1.333
H 0.951 1.128 0.026
H 1.232 -1.630 1.230
H 2.567 -0.915 -1.145
H 1.701 -0.722 -3.078
H -1.847 1.226 -2.019
H -1.401 -0.947 0.095
N -1.530 0.131 2.359
N 1.550 -0.868 0.528
N 1.638 -1.245 -0.863
N -0.038 -0.012 -2.352
N -0.932 0.443 -1.409
*
```

Atom charges from the natural (NBO) analysis, given in e for atoms 1 to 5:
1. C -0.049
2. C -0.067
3. C 0.140
4. C -0.143
5. H 0.376


The following is a DFT calculation (the ωB97M-V functional and the def2-TZVPD basis) of a structure of composition C4H9NO.

- Energy relative to the best compared isomer or geometry (same formula, charge and spin): 78.34 kcal/mol
- HOMO: -8.8 eV
- Total energy: -287.70761 a.u.
- LUMO energy: 0.952 eV

```
! wB97M-V def2-TZVPD RIJCOSX def2/J DEFGRID3
* xyz 0 1
C -0.844 0.466 -0.415
C 1.746 -0.436 -0.843
N -1.764 1.004 0.542
C 0.503 -0.536 1.418
C 0.723 -0.218 0.197
O -1.481 -0.568 -1.101
H -1.886 -1.108 -0.402
H -0.524 1.211 -1.149
H -2.586 1.365 0.059
H -1.333 1.783 1.031
H -0.227 -0.384 2.193
H 1.653 -1.101 1.807
H 1.267 -0.560 -1.818
H 2.328 -1.337 -0.628
H 2.425 0.419 -0.891
*
```

Atom charges from the natural (NBO) analysis, given in e for atoms 1 to 5:
1. C 0.246
2. C -0.670
3. N -0.874
4. C -0.406
5. C 0.011


The following is a DFT calculation (the ωB97M-V functional and the def2-TZVPD basis) of a structure of composition C4H9NO.

- Energy relative to the best compared isomer or geometry (same formula, charge and spin): 111.95 kcal/mol
- HOMO: -8.8 eV
- Total energy: -287.65404 a.u.
- LUMO energy: 0.798 eV

```
! wB97M-V def2-TZVPD RIJCOSX def2/J DEFGRID3
* xyz 0 1
C 0.848 -1.026 -1.317
C 0.438 -0.847 0.144
O 1.524 -0.384 0.918
C -0.768 0.087 0.254
C -1.238 0.626 1.550
N -0.379 1.510 0.234
H 1.723 -1.679 -1.383
H 0.039 -1.463 -1.915
H 1.108 -0.055 -1.758
H 0.158 -1.816 0.576
H 1.762 0.482 0.556
H -1.523 -0.121 -0.509
H -0.292 1.681 1.350
H -2.278 0.972 1.415
H -1.078 2.100 -0.212
*
```

Atom charges from the natural (NBO) analysis, given in e for atoms 1 to 5:
1. C -0.636
2. C 0.085
3. O -0.699
4. C -0.159
5. C -0.315


Question: total energy of number 4 (C4H9N5)?
Answer: -431.29072 a.u.


Question: Among the records above, which one has the lowest total energy?
Answer: C4H9N4O2